# 1
This record from the OMol25 dataset describes a 13-piece molecular cluster, C38H99N2O13S12 overall in a non-equilibrium geometry. The level of theory is ωB97M-V with the def2-TZVPD basis set.

Properties
- Charge: +1
- HOMO level: -9.89 eV
- LUMO level: -3.0 eV

Last column: Löwdin charge in e.
CARTESIAN COORDINATES (ANGSTROEM)
C1 -8.93 0.14 -2.76  -0.13
C2 -7.43 0.01 -2.19  -0.27
C3 -6.41 0.96 -3.02  -0.20
C4 -5.29 0.05 -3.78  -0.18
C5 -4.32 -0.51 -2.62  -0.21
C6 -3.02 -1.30 -3.19  -0.18
C7 -2.80 -2.65 -2.32  -0.17
C8 -1.45 -2.47 -1.43  -0.19
C9 -1.44 -3.31 -0.07  -0.15
C10 -2.23 -2.63 1.15  -0.26
C11 -1.46 -1.62 2.15  -0.06
C12 -2.11 -0.21 1.65  -0.08
N1 -3.28 -0.45 0.68  -0.12
O1 -4.27 0.49 0.70  0.01
C13 -3.69 1.75 0.33  -0.15
N2 -3.15 2.63 -0.30  0.23
C14 -3.63 -1.89 0.90  -0.04
H1 -9.66 -0.41 -2.05  0.07
H2 -8.92 -0.34 -3.82  0.08
H3 -9.24 1.23 -2.78  0.08
H4 -7.08 -1.09 -2.12  0.11
H5 -7.46 0.42 -1.11  0.07
H6 -5.81 1.55 -2.22  0.09
H7 -6.93 1.70 -3.72  0.11
H8 -5.85 -0.77 -4.35  0.12
H9 -4.69 0.69 -4.53  0.12
H10 -3.93 0.41 -2.04  0.08
H11 -4.90 -1.16 -1.87  0.09
H12 -2.12 -0.57 -3.08  0.09
H13 -3.12 -1.56 -4.30  0.10
H14 -2.56 -3.48 -3.10  0.09
H15 -3.69 -2.94 -1.67  0.09
H16 -0.60 -2.90 -2.08  0.12
H17 -1.20 -1.35 -1.30  0.10
H18 -0.37 -3.53 0.29  0.11
H19 -1.92 -4.35 -0.27  0.13
H20 -2.54 -3.55 1.78  0.15
H21 -0.31 -1.66 2.13  0.14
H22 -1.94 -1.82 3.18  0.13
H23 -1.31 0.39 1.06  0.11
H24 -2.43 0.48 2.50  0.14
H25 -2.89 -0.43 -0.29  0.16
H26 -4.45 -2.39 0.28  0.15
H27 -4.08 -1.88 1.97  0.16
C15 2.88 2.32 1.01  -0.24
S1 1.08 2.21 0.98  0.83
O2 0.71 0.76 1.10  -0.59
C16 0.89 2.68 -0.75  -0.27
H28 3.23 2.03 2.00  0.02
H29 3.30 1.65 0.26  0.05
H30 3.18 3.35 0.81  0.07
H31 1.44 1.99 -1.39  0.05
H32 1.26 3.70 -0.89  0.05
H33 -0.17 2.65 -1.00  0.04
C17 -0.01 0.13 -7.58  -0.27
S2 -0.70 -0.79 -6.18  0.81
O3 -2.16 -0.48 -6.13  -0.56
C18 0.09 0.18 -4.88  -0.28
H34 -0.41 -0.29 -8.50  0.05
H35 -0.29 1.18 -7.50  0.06
H36 1.08 0.03 -7.58  0.04
H37 -0.19 1.23 -4.97  0.04
H38 1.18 0.08 -4.96  0.05
H39 -0.24 -0.21 -3.92  0.02
C19 2.41 -6.20 -0.31  -0.27
S3 2.39 -4.79 -1.43  0.78
O4 2.61 -5.30 -2.81  -0.56
C20 3.95 -4.08 -0.86  -0.26
H40 1.54 -6.82 -0.52  0.05
H41 3.32 -6.79 -0.47  0.06
H42 2.38 -5.85 0.72  0.05
H43 4.76 -4.80 -0.99  0.06
H44 3.86 -3.79 0.19  0.05
H45 4.17 -3.19 -1.46  0.05
C21 -7.45 1.23 1.97  -0.28
S4 -9.06 0.42 1.85  0.82
O5 -9.55 0.60 0.45  -0.55
C22 -9.94 1.61 2.89  -0.26
H46 -6.73 0.68 1.36  0.01
H47 -7.52 2.26 1.60  0.06
H48 -7.11 1.23 3.01  0.05
H49 -9.85 2.61 2.46  0.06
H50 -9.52 1.59 3.90  0.05
H51 -10.99 1.32 2.93  0.05
C23 3.45 0.73 5.07  -0.26
S5 4.94 1.07 4.10  0.80
O6 4.96 0.11 2.95  -0.57
C24 6.11 0.48 5.34  -0.25
H52 2.58 0.99 4.47  0.02
H53 3.41 -0.33 5.32  0.02
H54 3.46 1.33 5.98  0.06
H55 5.90 -0.57 5.57  0.04
H56 6.03 1.09 6.24  0.06
H57 7.11 0.56 4.93  0.05
C25 -0.34 1.16 4.88  -0.27
S6 -0.08 2.89 5.33  0.84
O7 1.30 3.00 5.90  -0.56
C26 -1.24 2.91 6.72  -0.26
H58 0.32 0.92 4.05  0.03
H59 -0.11 0.52 5.73  0.07
H60 -1.38 1.02 4.57  0.04
H61 -0.95 2.15 7.45  0.06
H62 -2.24 2.71 6.35  0.05
H63 -1.21 3.89 7.18  0.06
C27 2.33 4.46 -5.79  -0.27
S7 1.90 4.00 -4.10  0.82
O8 1.53 2.55 -4.10  -0.58
C28 0.36 4.95 -4.04  -0.26
H64 3.25 3.94 -6.06  0.01
H65 1.54 4.15 -6.47  0.06
H66 2.49 5.54 -5.85  0.07
H67 -0.31 4.62 -4.83  0.06
H68 0.58 6.01 -4.15  0.06
H69 -0.11 4.78 -3.07  0.04
C29 6.33 1.34 0.17  -0.26
S8 7.32 2.02 1.51  0.78
O9 6.75 3.36 1.86  -0.56
C30 8.80 2.30 0.53  -0.27
H70 5.33 1.12 0.55  0.01
H71 6.25 2.06 -0.64  0.06
H72 6.79 0.41 -0.19  0.06
H73 8.58 2.97 -0.31  0.06
H74 9.18 1.35 0.15  0.05
H75 9.56 2.77 1.16  0.05
C31 4.19 -4.61 6.60  -0.27
S9 3.11 -3.17 6.78  0.83
O10 3.96 -1.95 6.58  -0.57
C32 2.84 -3.36 8.55  -0.26
H76 4.52 -4.66 5.56  0.05
H77 5.06 -4.50 7.25  0.06
H78 3.64 -5.51 6.85  0.05
H79 3.80 -3.33 9.08  0.06
H80 2.33 -4.30 8.75  0.05
H81 2.22 -2.53 8.90  0.05
C33 3.88 1.78 -9.44  -0.26
S10 4.87 2.47 -8.10  0.83
O11 4.30 3.81 -7.75  -0.57
C34 6.35 2.76 -9.10  -0.26
H82 2.88 1.56 -9.05  0.04
H83 3.79 2.50 -10.25  0.06
H84 4.34 0.86 -9.80  0.06
H85 6.12 3.42 -9.93  0.06
H86 6.73 1.80 -9.47  0.06
H87 7.11 3.23 -8.47  0.05
C35 -3.32 -6.81 -6.18  -0.27
S11 -2.64 -6.46 -4.54  0.82
O12 -3.42 -5.32 -3.97  -0.57
C36 -1.07 -5.79 -5.14  -0.26
H88 -4.33 -7.21 -6.05  0.05
H89 -3.36 -5.90 -6.77  0.06
H90 -2.70 -7.56 -6.68  0.05
H91 -1.25 -4.94 -5.79  0.06
H92 -0.52 -6.57 -5.67  0.06
H93 -0.48 -5.46 -4.28  0.04
C37 2.39 3.91 8.68  -0.26
S12 1.61 2.95 10.00  0.80
O13 0.15 3.28 10.00  -0.57
C38 2.37 3.86 11.37  -0.27
H94 2.02 3.54 7.73  0.00
H95 2.12 4.97 8.79  0.06
H96 3.47 3.79 8.73  0.06
H97 2.10 4.92 11.30  0.06
H98 3.45 3.74 11.33  0.05
H99 1.99 3.45 12.31  0.05

---

# 2
This record from the OMol25 dataset describes C4H20CuNO6 as an isolated structure in a non-equilibrium geometry. The level of theory is ωB97M-V with the def2-TZVPD basis set.

Properties
- Charge: -1
- <S²>: 0.752
- HOMO level (alpha / beta): -0.25 / -4.44 eV
- LUMO level (alpha / beta): 3.0 / 2.9 eV
- 2S+1: 2

Last column: Löwdin charge in e.
CARTESIAN COORDINATES (ANGSTROEM)
Cu1 -0.36 2.28 0.90  0.24
O1 1.59 3.35 1.67  -0.53
H1 1.46 3.92 0.89  -0.16
C1 2.22 -0.22 -1.92  -0.08
C2 0.91 -0.98 -1.95  -0.49
C3 0.89 -2.32 -1.24  -0.18
O2 1.55 -3.46 -1.82  -0.19
C4 1.00 -3.88 -3.07  -0.12
N1 -0.09 -0.10 -1.41  0.04
H2 2.08 0.61 -2.62  0.08
H3 2.99 -0.83 -2.39  0.07
H4 2.60 0.16 -0.97  0.08
H5 0.85 -1.08 -3.03  0.11
H6 -0.15 -2.64 -1.22  0.12
H7 1.28 -2.02 -0.26  0.12
H8 0.05 -4.40 -2.96  0.09
H9 1.69 -4.61 -3.49  0.08
H10 1.05 -3.17 -3.89  0.08
H11 0.33 0.82 -1.35  0.04
H12 -0.30 -0.42 -0.48  0.00
O3 -0.84 -0.08 1.20  -0.15
H13 -1.53 -0.29 1.84  0.02
H14 -0.03 -0.38 1.62  0.01
O4 -0.64 1.68 3.42  -0.15
H15 -0.58 2.30 4.15  0.04
H16 -0.20 0.89 3.75  0.00
O5 -3.24 1.55 3.25  -0.10
H17 -3.32 2.04 4.07  0.03
H18 -2.32 1.62 3.01  -0.05
O6 -2.65 3.11 1.24  -0.08
H19 -3.13 2.59 1.88  -0.03
H20 -3.14 3.93 1.18  0.04

---

# 3
This record from the OMol25 dataset describes C3H4O3Sm as an isolated structure in a non-equilibrium geometry. The level of theory is ωB97M-V with the def2-TZVPD basis set.

Properties
- Charge: 0
- <S²>: 12.009
- HOMO level (alpha / beta): -6.87 / -7.60 eV
- LUMO level (alpha / beta): -0.5 / -0.5 eV
- Energy relative to the best compared isomer or geometry (same formula, charge and spin): 96.3 kcal/mol
- 2S+1: 7

Last column: Löwdin charge in e.
CARTESIAN COORDINATES (ANGSTROEM)
H1 1.51 2.68 -0.03  -0.28
O1 -0.67 0.94 -0.02  -0.30
C1 -2.10 0.84 -0.33  -0.02
C2 -1.47 -0.18 0.49  -0.33
O2 -1.26 -1.43 -0.04  -0.08
C3 -0.01 -2.08 0.04  -0.22
O3 0.92 -1.29 0.32  -0.38
Sm1 1.70 0.68 -0.22  1.20
H2 -2.32 0.60 -1.37  0.13
H3 -2.69 1.63 0.14  0.12
H4 -1.54 -0.15 1.58  0.17

---

# 4
This record from the OMol25 dataset describes a 12-piece molecular cluster, C44H116N4O14 overall in a non-equilibrium geometry. The level of theory is ωB97M-V with the def2-TZVPD basis set.

Properties
- Charge: 0
- HOMO level: -8.76 eV
- LUMO level: 0.6 eV
- SMILES: COC[C@H](C)N.COC[C@H](C)N.COCCNCCOC.COCCNCCOC.CC(C)O.CC(C)O.CC(C)O.CC(C)O.CC(C)O.CC(C)O.CC(C)O.CC(C)O
- Energy relative to the best compared isomer or geometry (same formula, charge and spin): 0.0 kcal/mol

Last column: Löwdin charge in e.
CARTESIAN COORDINATES (ANGSTROEM)
C1 3.29 1.35 -3.25  -0.13
O1 3.18 1.33 -1.85  -0.19
C2 4.07 0.32 -1.28  -0.19
C3 4.11 0.63 0.20  -0.19
N1 4.82 -0.44 0.95  -0.05
C4 5.13 0.07 2.31  -0.20
C5 6.15 -0.78 2.97  -0.26
O2 7.26 -0.74 2.10  -0.23
C6 8.39 -1.50 2.58  -0.06
H1 4.33 1.19 -3.64  0.10
H2 3.03 2.35 -3.59  0.07
H3 2.64 0.63 -3.75  0.07
H4 5.09 0.37 -1.72  0.13
H5 3.68 -0.73 -1.48  0.13
H6 3.10 0.65 0.58  0.09
H7 4.61 1.61 0.30  0.12
H8 5.73 -0.60 0.50  0.12
H9 4.16 0.13 2.79  0.11
H10 5.65 1.04 2.30  0.13
H11 5.81 -1.84 3.11  0.12
H12 6.44 -0.34 3.98  0.15
H13 8.00 -2.50 2.86  0.10
H14 8.81 -0.98 3.44  0.09
H15 8.98 -1.50 1.66  0.09
C7 -1.84 -3.04 -0.48  -0.11
O3 -1.21 -4.30 -0.69  -0.19
C8 -1.08 -4.54 -2.08  -0.23
C9 -0.48 -5.93 -2.30  -0.19
N2 -0.28 -6.20 -3.73  -0.07
C10 0.02 -7.60 -4.04  -0.22
C11 1.38 -8.13 -3.71  -0.25
O4 1.36 -9.45 -4.21  -0.19
C12 2.58 -10.10 -3.89  -0.11
H16 -2.79 -2.91 -1.04  0.09
H17 -1.12 -2.25 -0.75  0.07
H18 -2.00 -2.92 0.59  0.07
H19 -0.44 -3.72 -2.50  0.12
H20 -2.03 -4.42 -2.63  0.12
H21 -1.22 -6.67 -1.95  0.13
H22 0.41 -6.00 -1.69  0.08
H23 0.36 -5.56 -4.19  0.11
H24 -0.13 -7.71 -5.13  0.13
H25 -0.76 -8.11 -3.48  0.12
H26 1.59 -8.01 -2.64  0.12
H27 2.12 -7.55 -4.31  0.13
H28 3.43 -9.64 -4.38  0.08
H29 2.51 -11.11 -4.30  0.09
H30 2.72 -10.19 -2.81  0.09
C13 0.33 0.86 1.05  -0.04
C14 -0.21 1.38 -0.22  -0.44
C15 -1.65 1.03 -0.49  -0.05
O5 -0.09 2.83 -0.19  -0.07
H31 1.34 1.17 1.29  0.07
H32 0.27 -0.23 1.06  0.08
H33 -0.22 1.34 1.87  0.07
H34 0.40 1.09 -1.09  0.13
H35 -2.10 1.58 -1.30  0.06
H36 -2.29 1.13 0.37  0.07
H37 -1.79 -0.01 -0.80  0.07
H38 -0.62 3.21 -0.92  0.04
C16 2.02 -2.52 -0.03  -0.04
C17 3.04 -3.59 0.41  -0.47
C18 2.95 -4.85 -0.45  -0.04
O6 4.39 -3.17 0.28  -0.08
H39 1.01 -2.88 0.11  0.06
H40 2.11 -2.37 -1.11  0.08
H41 2.05 -1.53 0.45  0.06
H42 2.90 -3.83 1.48  0.12
H43 3.69 -5.57 -0.16  0.07
H44 3.15 -4.54 -1.48  0.08
H45 1.97 -5.34 -0.47  0.06
H46 4.51 -2.31 0.73  0.03
C19 2.73 4.45 1.19  -0.06
C20 2.77 5.82 0.61  -0.47
C21 1.38 6.45 0.41  -0.04
O7 3.60 6.64 1.47  -0.05
H47 2.30 4.46 2.17  0.07
H48 3.71 3.97 1.22  0.08
H49 2.16 3.85 0.48  0.07
H50 3.31 5.72 -0.35  0.14
H51 1.39 7.47 0.07  0.07
H52 0.76 6.51 1.30  0.07
H53 0.75 5.86 -0.23  0.06
H54 3.56 7.53 1.15  0.07
C22 -3.12 -0.93 2.35  -0.07
C23 -2.47 -1.64 3.49  -0.49
C24 -1.53 -0.81 4.33  -0.05
O8 -3.47 -2.14 4.41  -0.05
H55 -3.43 0.08 2.66  0.08
H56 -3.91 -1.52 1.87  0.09
H57 -2.50 -0.68 1.47  0.05
H58 -1.98 -2.56 3.06  0.14
H59 -0.73 -0.44 3.65  0.07
H60 -1.13 -1.36 5.17  0.08
H61 -2.04 0.09 4.72  0.08
H62 -4.18 -2.54 3.92  0.08
C25 -4.74 0.56 -4.20  -0.04
C26 -4.01 -0.16 -3.09  -0.46
C27 -4.89 -0.39 -1.85  -0.03
O9 -3.33 -1.40 -3.41  -0.07
H63 -5.02 1.53 -3.77  0.08
H64 -5.66 0.03 -4.44  0.08
H65 -4.12 0.74 -5.09  0.07
H66 -3.17 0.50 -2.81  0.10
H67 -5.60 -1.14 -2.11  0.07
H68 -5.48 0.50 -1.58  0.08
H69 -4.31 -0.78 -1.04  0.05
H70 -3.93 -2.12 -3.62  0.10
C28 -0.69 1.25 -4.10  -0.04
C29 -0.68 0.33 -5.35  -0.47
C30 0.25 -0.84 -5.23  -0.06
O10 -2.03 -0.07 -5.65  -0.07
H71 -1.55 1.95 -4.17  0.09
H72 0.25 1.81 -4.02  0.05
H73 -0.81 0.71 -3.14  0.07
H74 -0.34 0.98 -6.17  0.14
H75 0.08 -1.50 -6.09  0.09
H76 0.04 -1.39 -4.30  0.08
H77 1.29 -0.49 -5.28  0.07
H78 -2.25 -0.72 -4.94  0.06
C31 -2.44 3.28 3.59  -0.04
C32 -1.60 4.45 3.26  -0.53
C33 -0.24 4.45 3.84  -0.06
O11 -1.50 4.61 1.85  -0.06
H79 -2.45 3.04 4.67  0.10
H80 -1.97 2.41 3.10  0.07
H81 -3.47 3.45 3.22  0.07
H82 -2.07 5.39 3.59  0.14
H83 0.34 5.38 3.69  0.08
H84 0.33 3.60 3.41  0.07
H85 -0.21 4.32 4.95  0.10
H86 -1.19 3.75 1.50  0.05
C34 -6.11 3.17 2.73  -0.08
C35 -5.66 2.23 1.65  -0.53
C36 -6.58 1.05 1.41  -0.05
O12 -5.65 2.93 0.43  -0.07
H87 -7.15 3.55 2.55  0.10
H88 -5.47 4.07 2.81  0.07
H89 -6.10 2.75 3.76  0.09
H90 -4.66 1.88 1.90  0.10
H91 -7.58 1.40 1.19  0.08
H92 -6.76 0.49 2.32  0.08
H93 -6.27 0.49 0.55  0.05
H94 -4.84 3.47 0.36  0.05
C37 -4.63 5.25 -2.66  -0.04
C38 -3.47 4.46 -2.09  -0.40
C39 -2.15 4.82 -2.76  -0.25
O13 -1.10 4.01 -2.49  -0.23
C40 0.09 4.27 -3.22  -0.08
N3 -3.44 4.58 -0.62  0.08
H95 -4.89 5.11 -3.71  0.08
H96 -4.50 6.31 -2.52  0.08
H97 -5.53 4.98 -2.15  0.07
H98 -3.54 3.45 -2.34  0.11
H99 -1.87 5.84 -2.45  0.14
H100 -2.35 4.84 -3.83  0.13
H101 -0.02 4.07 -4.29  0.09
H102 0.83 3.57 -2.79  0.09
H103 0.42 5.30 -3.06  0.10
H104 -3.54 5.53 -0.31  0.09
H105 -2.54 4.24 -0.32  0.05
C41 1.46 -3.20 3.90  -0.06
C42 2.74 -2.52 4.23  -0.46
C43 2.43 -1.22 4.89  -0.28
O14 1.86 -0.35 3.99  -0.21
C44 1.58 0.90 4.64  -0.09
N4 3.59 -3.38 5.06  0.06
H106 0.76 -2.58 3.35  0.06
H107 0.94 -3.64 4.75  0.09
H108 1.59 -4.03 3.21  0.07
H109 3.37 -2.21 3.39  0.13
H110 3.42 -0.79 5.25  0.14
H111 1.70 -1.31 5.73  0.14
H112 1.16 1.58 3.92  0.05
H113 2.47 1.42 4.97  0.09
H114 0.87 0.73 5.46  0.10
H115 3.15 -3.46 5.96  0.07
H116 4.42 -2.84 5.26  0.06

---

# 5
This record from the OMol25 dataset describes C16H38Br8N4O9 as an isolated structure in a non-equilibrium geometry. The level of theory is ωB97M-V with the def2-TZVPD basis set.

Properties
- Charge: 0
- HOMO level: -8.01 eV
- LUMO level: -0.5 eV
- Energy relative to the best compared isomer or geometry (same formula, charge and spin): 464.1 kcal/mol

Last column: Löwdin charge in e.
CARTESIAN COORDINATES (ANGSTROEM)
C1 -0.94 -5.39 -0.46  0.09
N1 0.32 -4.91 0.15  -0.42
O1 1.32 -5.53 0.03  0.11
O2 0.37 -3.79 0.57  -0.08
H1 -1.74 -4.73 -0.11  0.07
H2 -1.26 -6.33 -0.01  0.11
H3 -0.56 -5.37 -1.48  0.12
C2 -0.97 -0.52 -2.77  0.04
N2 0.34 -0.07 -3.35  -0.33
O3 0.53 -0.27 -4.55  0.11
O4 1.10 0.47 -2.55  -0.05
H4 -0.85 -1.57 -2.50  0.12
H5 -1.70 -0.43 -3.57  0.07
H6 -1.26 0.09 -1.92  0.04
C3 -1.83 -2.71 2.94  0.06
N3 -2.60 -2.37 1.67  -0.39
O5 -2.79 -1.23 1.31  -0.34
O6 -3.10 -3.31 1.13  0.07
H7 -2.32 -2.28 3.81  0.10
H8 -0.82 -2.38 2.67  0.05
H9 -1.76 -3.77 3.18  0.10
C4 1.91 1.66 0.26  -0.28
N4 2.06 2.59 -0.94  -0.36
O7 1.88 3.77 -0.77  -0.02
O8 2.48 2.11 -1.99  0.01
H10 2.96 1.57 0.53  -0.05
H11 1.43 0.77 -0.16  0.03
H12 1.31 2.21 0.98  -0.18
Br1 0.56 3.51 1.46  1.11
C5 -0.52 5.18 1.43  -0.54
C6 -1.30 5.37 0.17  -0.59
Br2 -0.22 6.69 -0.89  0.60
H13 0.00 6.11 1.68  0.04
H14 -1.22 5.08 2.26  0.06
H15 -2.25 5.86 0.40  0.06
H16 -1.40 4.46 -0.43  0.04
Br3 -0.20 0.21 4.35  0.65
C7 1.79 0.58 4.12  -0.55
C8 2.22 0.56 2.64  -0.68
Br4 4.11 0.90 2.58  0.75
H17 2.36 -0.16 4.69  0.05
H18 1.81 1.52 4.67  0.04
H19 1.73 1.32 2.02  -0.03
H20 1.98 -0.39 2.17  0.06
Br5 -4.28 0.98 -3.75  0.58
C9 -4.41 0.70 -1.76  -0.62
C10 -3.10 0.76 -1.03  -0.56
Br6 -3.56 0.58 0.87  1.07
H21 -4.94 -0.26 -1.72  0.05
H22 -5.04 1.49 -1.34  0.05
H23 -2.64 1.74 -1.09  0.09
H24 -2.42 -0.03 -1.35  0.02
Br7 4.55 -1.23 -4.74  0.63
C11 3.75 -1.54 -2.98  -0.64
C12 3.48 -0.24 -2.27  -0.57
Br8 3.45 -0.27 -0.33  0.98
H25 4.50 -2.01 -2.34  0.05
H26 2.84 -2.12 -3.13  0.05
H27 2.54 0.25 -2.51  -0.03
H28 4.16 0.56 -2.57  0.06
C13 1.09 -1.76 -0.53  -0.09
C14 0.07 -1.68 0.69  -0.25
O9 -0.08 -0.39 1.23  -0.19
C15 -0.75 0.54 0.43  -0.37
C16 -0.96 1.73 1.29  -0.33
H29 2.02 -1.27 -0.22  -0.15
H30 1.37 -2.78 -0.79  0.09
H31 0.79 -1.20 -1.41  0.03
H32 -0.87 -2.17 0.41  0.09
H33 0.34 -2.48 1.39  0.08
H34 -0.11 0.84 -0.40  0.10
H35 -1.73 0.17 0.11  -0.03
H36 -1.59 1.58 2.16  0.04
H37 -1.42 2.44 0.61  0.05
H38 0.02 2.02 1.66  -0.16

---

Q: The highest charge belongs to which entry?
A: C38H99N2O13S12

---

Q: What is the charge in the fourth record?
A: 0

---

Q: Which value of charge does entry 2 give?
A: -1